{
  "formula": "C35H35I2N6O10P",
  "method": "ωB97M-V/def2-TZVPD",
  "elements": ["I", "I", "P", "O", "O", "O", "O", "O", "O", "O", "O", "O", "O", "N", "N", "N", "N", "N", "N", "C", "C", "C", "C", "C", "C", "C", "C", "C", "C", "C", "C", "C", "C", "C", "C", "C", "C", "C", "C", "C", "C", "C", "C", "C", "C", "C", "C", "C", "C", "C", "C", "C", "C", "C", "H", "H", "H", "H", "H", "H", "H", "H", "H", "H", "H", "H", "H", "H", "H", "H", "H", "H", "H", "H", "H", "H", "H", "H", "H", "H", "H", "H", "H", "H", "H", "H", "H", "H", "H"],
  "positions_angstrom": [[-3.999, -1.922, 3.814], [-8.839, -0.760, 3.078], [-6.013, -0.017, 1.609], [4.962, 1.437, -2.670], [8.401, 2.529, -4.730], [-6.653, 5.761, -3.730], [-2.478, 0.132, -0.112], [10.133, 3.801, -4.781], [-0.229, -0.837, 9.444], [-2.774, -1.043, -1.890], [0.017, -2.432, 10.866], [4.719, -0.572, -1.955], [-4.806, 5.875, -4.823], [-6.916, -2.814, -0.523], [-5.548, 5.351, -4.017], [9.124, 3.384, -4.254], [5.015, 0.233, -2.818], [-2.071, -0.580, -1.015], [-0.323, -1.998, 9.785], [-1.602, -5.159, 8.280], [-3.803, 3.663, -3.623], [8.744, 3.948, -2.950], [-1.271, -2.490, 7.569], [5.812, 0.609, -5.110], [-5.902, 3.501, -2.434], [-0.146, -1.681, -2.070], [-1.992, -4.717, 7.022], [-3.352, 2.528, -2.970], [6.216, 0.116, -6.340], [-0.639, -0.900, -1.040], [5.495, -1.655, -4.317], [-5.072, 4.134, -3.341], [-6.105, -1.746, 3.885], [1.530, -0.694, -0.077], [5.456, -0.285, -4.119], [-5.442, 2.365, -1.788], [2.049, -1.471, -1.106], [-0.895, -2.949, 8.817], [-6.702, -2.555, 4.990], [7.242, 4.020, -1.102], [8.011, 5.026, -0.533], [-5.213, -1.263, 0.496], [7.608, 3.474, -2.321], [-1.046, -4.272, 9.187], [0.177, -0.403, -0.039], [9.527, 4.944, -2.396], [6.254, -1.253, -6.561], [-6.747, -0.976, 2.995], [-1.823, -3.385, 6.667], [5.896, -2.137, -5.551], [9.153, 5.486, -1.178], [-5.862, -2.652, 0.484], [-4.167, 1.878, -2.051], [1.210, -1.963, -2.098], [7.010, 2.694, -2.769], [-5.241, -0.866, -0.518], [10.413, 5.295, -2.904], [9.750, 6.268, -0.732], [6.355, 3.661, -0.600], [6.564, -1.635, -7.525], [5.219, -2.336, -3.526], [-1.140, -1.452, 7.301], [5.781, 1.674, -4.936], [-1.733, -6.197, 8.555], [-6.079, 1.860, -1.072], [-4.162, -1.380, 0.751], [-3.174, 4.172, -4.339], [2.184, -0.312, 0.694], [3.098, -1.693, -1.132], [-6.890, 3.886, -2.232], [-7.783, -2.473, 5.027], [-2.359, 2.150, -3.177], [-6.896, -2.082, -1.216], [-6.270, -2.943, 1.450], [-5.072, -3.374, 0.260], [-2.128, -3.043, 5.687], [-0.740, -4.608, 10.166], [-0.232, 0.203, 0.756], [1.614, -2.567, -2.899], [6.499, 0.803, -7.125], [-0.803, -2.061, -2.838], [-6.303, -2.273, 5.965], [5.929, -3.204, -5.725], [-6.461, -3.607, 4.824], [7.720, 5.456, 0.417], [-7.833, -2.875, -0.110], [-2.430, -5.411, 6.317], [-3.808, 0.993, -1.536], [-4.918, 0.655, 2.187]],
  "atomic_forces_ev_per_a": [[-0.278, 0.052, -0.097], [0.057, -0.072, -0.025], [-1.060, 0.780, -0.851], [0.022, 0.078, 0.015], [-0.050, -0.062, -0.062], [-0.058, 0.009, 0.019], [0.169, -0.127, -0.037], [0.059, 0.023, -0.029], [0.006, 0.058, -0.029], [-0.074, -0.028, -0.023], [0.013, -0.032, 0.055], [0.231, 0.074, -0.066], [0.044, 0.018, -0.035], [0.052, -0.128, 0.246], [-0.017, 0.018, -0.035], [-0.007, -0.013, 0.025], [-0.011, -0.034, 0.039], [0.173, -0.059, 0.242], [0.033, 0.014, 0.012], [-0.027, 0.056, -0.088], [0.191, -0.014, -0.073], [-0.056, 0.073, 0.155], [-0.036, 0.124, -0.155], [0.010, 0.196, -0.069], [-0.150, -0.044, 0.117], [0.004, -0.091, -0.185], [0.003, 0.002, 0.010], [-0.082, -0.043, 0.071], [-0.013, -0.128, -0.019], [0.174, -0.004, -0.022], [-0.022, -0.187, 0.043], [0.055, -0.126, 0.086], [-0.569, 0.403, -0.096], [0.006, -0.057, -0.095], [0.022, -0.056, -0.163], [0.096, -0.029, -0.033], [-0.324, -0.107, 0.069], [-0.082, -0.102, -0.099], [0.093, -0.331, 0.023], [0.063, 0.086, 0.053], [0.007, -0.008, -0.021], [0.247, -0.521, 0.539], [-0.131, -0.112, -0.009], [-0.001, -0.169, 0.105], [0.053, 0.112, 0.153], [0.151, 0.134, 0.016], [-0.008, 0.012, 0.019], [1.137, -0.224, 0.327], [0.049, -0.100, 0.024], [0.021, 0.078, -0.063], [-0.092, -0.051, 0.035], [-0.063, -0.227, -0.606], [-0.039, -0.055, 0.015], [0.038, 0.069, 0.102], [0.044, 0.014, -0.068], [0.007, 0.147, -0.005], [-0.023, -0.065, -0.088], [0.016, 0.002, -0.008], [-0.012, -0.024, -0.024], [0.011, -0.002, 0.000], [-0.016, 0.083, 0.066], [0.035, 0.024, 0.106], [-0.015, -0.017, 0.102], [0.009, -0.004, 0.015], [-0.006, 0.019, 0.009], [0.007, 0.094, 0.076], [-0.081, 0.084, -0.011], [-0.002, 0.008, 0.006], [0.095, -0.052, 0.030], [0.020, 0.089, -0.067], [-0.082, 0.140, -0.081], [-0.004, 0.006, -0.017], [-0.107, 0.039, -0.019], [0.082, 0.084, 0.104], [0.066, 0.010, 0.029], [0.048, -0.039, 0.127], [0.027, 0.109, 0.031], [-0.100, 0.000, -0.052], [-0.014, -0.015, -0.003], [0.020, 0.024, 0.019], [-0.086, 0.056, 0.046], [0.113, 0.046, -0.036], [0.001, -0.009, 0.015], [0.054, -0.007, 0.095], [0.005, -0.003, 0.006], [-0.088, 0.191, -0.058], [0.007, 0.000, -0.007], [-0.242, 0.309, -0.166], [0.183, -0.471, 0.297]],
  "lowdin_charge": [0.98, 0.83, 0.80, 0.07, 0.06, 0.08, 0.04, 0.09, 0.08, 0.08, 0.08, 0.05, 0.07, 0.00, -0.36, -0.35, -0.33, -0.33, -0.36, -0.07, -0.01, -0.14, 0.00, -0.01, 0.00, 0.00, -0.07, -0.06, -0.05, -0.15, -0.01, -0.15, -0.87, -0.05, -0.14, -0.05, -0.07, -0.15, -0.21, -0.06, -0.07, -0.45, 0.00, 0.00, 0.00, 0.00, -0.06, -1.05, -0.09, -0.06, -0.07, -0.34, -0.06, -0.05, 0.09, 0.05, 0.12, 0.11, 0.11, 0.11, 0.12, 0.12, 0.11, 0.11, 0.09, 0.01, 0.12, 0.11, 0.08, 0.12, 0.01, 0.11, 0.06, 0.08, 0.10, 0.00, 0.12, 0.12, 0.11, 0.11, 0.12, 0.08, 0.11, 0.08, 0.11, 0.05, 0.11, 0.06, -0.07],
  "homo_ev": -8.53,
  "homo_lumo_gap_ev": 7.556,
  "largest_force_ha_per_bohr": 0.030
}